No. 1
60
Properties=species:S:1:pos:R:3 method="wB97M-V/def2-TZVPD" homo_ev=-5.02 molar_mass_g_mol=346.32
C 4.158 -2.254 -0.493
B 2.965 -2.488 -1.611
O 3.367 -2.729 -2.995
C 1.426 -2.447 -1.097
C 0.635 -3.800 -1.557
C -0.618 -3.444 -2.489
C -1.892 -2.873 -1.652
O -1.767 -2.818 -0.404
N -3.041 -2.426 -2.446
C -4.328 -2.497 -1.732
C -4.759 -3.542 -0.684
C -6.198 -3.455 -0.057
C -7.246 -2.390 -0.453
C -6.819 -1.344 -1.523
C -5.398 -1.413 -2.120
H 4.102 -1.227 0.009
H 4.128 -3.045 0.348
H 5.196 -2.364 -0.979
H 3.392 -1.898 -3.514
H 1.468 -2.512 0.051
H 0.376 -4.487 -0.684
H 1.386 -4.372 -2.230
H -0.306 -2.577 -3.191
H -0.977 -4.314 -3.139
H -3.099 -3.090 -3.246
H -4.014 -4.360 -0.373
H -6.516 -4.239 0.724
H -8.303 -2.311 -0.045
H -7.514 -0.535 -1.909
H -5.112 -0.638 -2.913
C 2.412 5.216 2.877
C 1.011 4.614 2.875
C 0.954 3.119 3.224
C 1.871 2.196 2.424
N 1.266 1.590 1.154
C 0.460 2.538 0.283
C 1.503 3.350 -0.453
C 2.644 2.374 -0.705
C 2.409 1.179 0.216
C 0.433 0.375 1.511
H 3.052 4.781 2.106
H 2.357 6.288 2.673
H 2.898 5.079 3.846
H 0.541 4.810 1.909
H 0.408 5.156 3.611
H -0.084 2.775 3.186
H 1.254 3.034 4.276
H 2.149 1.342 3.048
H 2.804 2.688 2.144
H -0.105 1.927 -0.427
H -0.245 3.107 0.885
H 1.856 4.185 0.156
H 1.109 3.775 -1.378
H 3.609 2.848 -0.506
H 2.660 2.047 -1.747
H 3.283 0.902 0.809
H 2.071 0.311 -0.361
H -0.383 0.695 2.162
H 1.077 -0.348 2.014
H 0.036 -0.061 0.593

***

No. 2
71
Properties=species:S:1:pos:R:3 method="wB97M-V/def2-TZVPD" homo_ev=-10.94 total_charge=+1 molar_mass_g_mol=587.53
N -2.364 -1.985 1.921
P -0.981 -0.859 1.746
O -0.838 0.081 3.195
C 0.643 -1.853 1.532
C 1.732 -1.113 0.601
N 1.306 -0.932 -0.822
C 0.777 0.428 -1.162
C 1.675 1.681 -0.804
C 1.017 3.013 -1.249
C -0.355 3.152 -1.936
N -1.113 1.999 -2.252
C -0.540 0.759 -1.885
P 2.814 -1.110 -1.884
N 2.672 -0.111 -3.327
O 4.164 -0.450 -1.044
C 0.393 -2.077 -1.158
S 0.402 -2.577 -2.958
C 0.634 -3.426 -0.290
F -0.452 -4.314 -0.679
C 1.978 -4.230 -0.608
C 2.091 -5.385 0.544
C 3.254 -6.453 0.252
C 4.094 -6.772 1.600
F 4.650 -8.103 1.549
F 3.258 -6.770 2.769
C 5.349 -5.791 1.807
F 5.036 -4.414 1.618
F 6.340 -6.117 0.830
F 5.867 -5.906 3.124
O 0.444 -3.235 1.141
H -3.089 -1.449 2.446
H -2.804 -2.136 0.988
H -1.607 0.702 3.124
H 1.124 -1.885 2.589
H 2.042 -0.167 1.152
H 2.664 -1.802 0.612
H 2.678 1.583 -0.278
H 1.595 3.981 -1.029
H -0.731 4.213 -2.177
H -1.175 -0.157 -2.187
H 2.935 0.872 -3.158
H 1.729 -0.143 -3.738
H 4.626 0.220 -1.609
H -0.704 -1.779 -0.933
H 1.527 -3.384 -3.207
H 1.935 -4.799 -1.604
H 2.941 -3.628 -0.521
H 2.417 -4.808 1.493
H 1.079 -5.858 0.787
H 3.969 -6.173 -0.593
H 2.739 -7.438 -0.059
C -4.914 7.585 0.576
C -3.692 6.885 -0.001
C -4.048 5.658 -0.844
C -4.761 4.534 -0.086
C -3.995 3.985 1.118
C -2.665 3.348 0.736
H -5.478 6.932 1.245
H -4.610 8.465 1.149
H -5.583 7.919 -0.224
H -3.010 6.608 0.809
H -3.146 7.594 -0.632
H -3.134 5.269 -1.306
H -4.690 5.974 -1.674
H -4.960 3.716 -0.788
H -5.741 4.885 0.250
H -4.616 3.230 1.611
H -3.826 4.772 1.858
H -2.817 2.522 0.036
H -2.166 2.953 1.626
H -1.988 4.071 0.273

***

No. 3
62
Properties=species:S:1:pos:R:3 method="wB97M-V/def2-TZVPD" homo_ev=-12.63 total_charge=+2 molar_mass_g_mol=442.42 e_above_lowest_ev=0.865
Sc 0.487 0.640 -0.527
P 2.383 -0.869 -0.104
C 2.462 -1.186 -1.831
C 1.257 -1.371 -2.561
N 0.089 -0.690 -2.224
C -1.108 -1.024 -2.747
C -1.207 -2.012 -3.703
C -0.052 -2.641 -4.164
C 1.180 -2.257 -3.643
C -2.378 -0.413 -2.262
P -2.467 1.206 -1.496
H 2.142 -2.706 -3.929
H -2.168 -2.294 -4.096
H -0.069 -3.440 -4.928
H -3.034 -0.142 -3.100
H -2.914 -1.014 -1.511
H 2.468 0.792 -2.215
H 3.417 -1.168 -2.398
H 0.960 4.437 -1.700
O 1.931 1.563 -2.066
H 1.549 1.660 -2.944
H -1.206 1.257 -0.688
O 0.046 4.355 -1.371
H -0.049 4.408 -0.403
C -2.763 2.499 -2.610
H -3.711 2.121 -3.021
H -2.896 3.474 -2.130
H -2.003 2.572 -3.394
C -3.519 1.208 -0.070
H -3.463 2.142 0.517
H -4.460 1.125 -0.618
H -3.298 0.326 0.547
C 2.354 -2.631 0.326
H 3.344 -3.001 0.003
H 2.165 -2.702 1.403
H 1.553 -3.105 -0.266
C 4.013 -0.258 0.380
H 4.001 -0.063 1.460
H 4.737 -1.044 0.137
H 4.259 0.675 -0.146
C 0.516 2.273 4.491
N 0.803 1.320 3.465
C 1.717 0.262 3.762
C -0.030 1.273 2.278
C -0.662 -0.073 2.071
C -1.317 -0.706 3.132
C -1.833 -1.988 2.959
C -1.722 -2.606 1.713
C -1.104 -1.948 0.641
C -0.586 -0.688 0.822
H 1.415 2.410 5.104
H -0.307 1.941 5.152
H 0.215 3.226 4.033
H 1.211 -0.649 4.131
H 2.309 -0.020 2.875
H 2.389 0.626 4.554
H -0.805 2.049 2.409
H 0.622 1.599 1.393
H -1.395 -0.185 4.090
H -2.314 -2.494 3.793
H -2.123 -3.598 1.550
H -1.028 -2.451 -0.325

***

Orbital gap: 5.1; 7.2; 6.0 (eV)